# 1
{
  "formula": "C2H9N3",
  "method": "the ωB97M-V functional and the def2-TZVPD basis",
  "largest_force_ev_per_a": 0.30,
  "e_tot_ha": -245.8227,
  "multiplicity": 1,
  "smiles": "C=N.NCN",
  "lumo_energy_ha": 0.0398,
  "mol_weight_g_mol": 75.115,
  "symbols": ["C", "H", "N", "H", "N", "N", "H", "H", "H", "H", "H", "H", "H", "C"],
  "positions_angstrom": [[-2.450, 0.663, -0.761], [-2.748, 1.291, 0.077], [-1.217, 0.001, -0.381], [-1.412, -0.588, 0.421], [-3.536, -0.274, -1.063], [4.151, -0.750, 0.969], [-0.936, -0.607, -1.142], [2.898, 0.111, 2.291], [4.011, 1.277, 1.315], [-4.425, 0.217, -1.106], [-2.224, 1.327, -1.597], [4.855, -0.452, 0.292], [-3.409, -0.660, -1.995], [3.680, 0.265, 1.552]],
  "lowdin_charge": [-0.40, 0.10, -0.02, 0.06, -0.02, 0.01, 0.06, 0.05, 0.06, 0.06, 0.10, 0.03, 0.06, -0.15]
}

# 2
{
  "formula": "C15H14N8O4S3Ti",
  "method": "the ωB97M-V functional and the def2-TZVPD basis",
  "largest_force_ev_per_a": 0.50,
  "e_tot_ha": -3362.4636,
  "multiplicity": 1,
  "total_charge": 2,
  "lumo_energy_ha": -0.3073,
  "mol_weight_g_mol": 514.397,
  "symbols": ["H", "O", "H", "C", "C", "N", "C", "C", "C", "H", "S", "C", "C", "H", "H", "O", "N", "H", "C", "N", "N", "O", "C", "S", "C", "H", "C", "S", "O", "N", "Ti", "N", "N", "H", "C", "H", "C", "N", "C", "H", "C", "H", "H", "H", "H"],
  "positions_angstrom": [[0.733, -5.723, -0.409], [5.324, -0.779, -0.111], [4.837, -0.657, -3.887], [-0.373, -1.119, 1.930], [-2.521, 3.046, 0.721], [4.151, -0.883, -0.054], [0.993, -3.604, -0.336], [-0.741, -3.606, 1.781], [-0.166, -2.458, 1.288], [-1.407, -3.542, 2.631], [2.013, 1.595, -0.941], [-5.256, 2.822, 0.823], [3.552, -1.036, -2.352], [-4.918, 0.992, 1.895], [-6.333, 2.738, 0.867], [3.430, -0.620, 0.972], [-1.087, 3.163, 0.682], [5.565, -1.038, -2.360], [-3.081, 1.949, 1.353], [-0.394, 2.345, -0.128], [0.685, -2.437, 0.243], [0.377, -0.182, 1.259], [-0.372, 4.038, 1.490], [1.328, 3.810, 1.088], [0.867, 2.562, -0.020], [-5.297, 4.691, -0.230], [0.457, -4.806, 0.091], [-0.940, 5.134, 2.526], [-1.049, -0.891, 2.869], [2.398, -0.972, -3.037], [1.611, -0.412, 0.005], [4.728, -0.906, -2.913], [3.315, -1.266, -1.041], [-0.850, -5.738, 1.519], [-0.424, -4.810, 1.163], [1.699, -3.577, -1.158], [-4.463, 1.837, 1.397], [1.184, -0.923, -2.308], [-3.295, 4.040, 0.152], [0.655, -1.775, -2.489], [-4.675, 3.921, 0.206], [0.644, -0.125, -2.644], [-2.825, 4.896, -0.314], [-2.446, 1.212, 1.828], [2.369, -0.908, -4.046]],
  "lowdin_charge": [0.13, 0.24, 0.16, -0.43, -0.25, -0.37, -0.10, 0.07, -0.16, 0.15, 0.73, -0.06, -0.38, 0.11, 0.11, -0.03, -0.15, 0.14, -0.01, 0.03, 0.02, -0.14, -1.09, 1.03, -1.05, 0.12, 0.00, 0.74, 0.23, 0.06, 0.99, 0.29, 0.03, 0.14, 0.03, 0.11, -0.06, 0.01, -0.02, 0.13, -0.05, 0.12, 0.12, 0.10, 0.19]
}

# 3
{
  "formula": "C31H39NORhS3Te",
  "method": "the ωB97M-V functional and the def2-TZVPD basis",
  "largest_force_ev_per_a": 0.58,
  "e_tot_ha": -2907.2322,
  "multiplicity": 2,
  "total_charge": 2,
  "lumo_energy_ha": [-0.2458, -0.2637],
  "mol_weight_g_mol": 768.366,
  "symbols": ["C", "H", "C", "C", "H", "H", "C", "Rh", "C", "H", "C", "C", "H", "H", "S", "H", "H", "C", "C", "H", "H", "H", "H", "C", "H", "C", "C", "H", "C", "H", "H", "C", "H", "C", "C", "H", "S", "H", "C", "C", "C", "H", "H", "H", "C", "C", "N", "H", "Te", "C", "H", "C", "H", "C", "O", "H", "H", "C", "C", "C", "H", "H", "H", "C", "H", "H", "H", "H", "C", "H", "S", "H", "H", "H", "C", "C", "H"],
  "positions_angstrom": [[0.384, 4.834, 3.170], [5.010, 3.710, -1.256], [0.204, 5.895, -1.821], [2.380, -0.717, 1.942], [4.629, -3.554, 3.264], [3.979, -3.510, 0.884], [4.950, 2.746, -3.796], [-0.403, -0.800, -0.485], [0.374, 5.806, 2.021], [-4.392, -1.422, 0.624], [3.619, -2.741, 1.555], [3.576, -1.752, 3.752], [3.879, -1.764, 4.790], [1.360, 10.017, 1.191], [-0.459, -2.536, -2.076], [0.066, 6.759, -2.468], [-2.488, -1.023, 2.120], [0.169, 1.862, -2.650], [-0.142, -3.951, -0.982], [1.121, 5.391, -2.128], [-0.637, 5.220, -2.011], [4.764, 3.391, -4.655], [-2.653, -0.787, -3.225], [-0.933, -3.921, 0.310], [0.365, 9.774, 2.627], [0.305, 7.667, -0.060], [1.708, 3.090, -1.019], [-2.211, -3.173, -3.582], [0.429, 9.582, 1.558], [2.389, 1.943, -4.122], [5.898, 3.041, -3.350], [2.549, 2.391, -3.147], [-0.708, 2.440, -2.354], [3.994, -2.759, 2.893], [0.415, 7.172, 2.278], [2.456, 0.077, 3.928], [-2.731, -0.622, -0.901], [2.547, -1.685, 0.027], [0.318, 5.402, 0.684], [3.824, 2.847, -2.810], [2.808, -1.726, 1.078], [1.367, 4.381, 3.311], [0.125, 5.341, 4.097], [0.149, 0.905, -2.108], [-2.987, -1.501, -2.471], [2.982, 3.509, -0.624], [0.759, 0.228, 0.335], [-0.325, -4.874, -1.534], [0.080, 3.366, 0.267], [4.019, 3.382, -1.546], [-3.579, -2.754, -0.180], [1.482, 2.494, -2.273], [-2.905, -2.731, 2.194], [-3.417, -1.799, 0.316], [1.470, 1.482, 2.050], [-4.053, -1.668, -2.624], [5.050, 1.726, -4.171], [1.521, 0.399, 1.485], [3.294, 4.085, 0.729], [0.267, 6.320, -0.379], [3.421, 5.167, 0.676], [0.929, -3.892, -0.786], [-1.991, -4.115, 0.143], [2.781, -0.723, 3.276], [-2.626, -3.572, -1.920], [4.221, 3.657, 1.110], [-0.561, -4.685, 0.992], [-0.336, 4.022, 3.033], [0.384, 8.113, 1.259], [2.524, 3.861, 1.464], [-0.778, -2.316, 1.181], [-0.390, 10.104, 1.063], [0.265, 8.393, -0.864], [0.112, 1.667, -3.718], [-2.205, -2.797, -2.560], [-2.526, -1.945, 1.539], [0.462, 7.506, 3.308]],
  "mulliken_spin": [0.05, 0.00, 0.07, 0.01, 0.00, 0.00, 0.00, -0.01, -0.07, 0.00, 0.00, 0.00, 0.00, 0.00, 0.00, 0.00, 0.00, 0.04, 0.00, -0.01, -0.01, 0.00, 0.00, 0.00, 0.00, 0.00, 0.12, 0.00, 0.00, 0.00, 0.00, 0.00, 0.01, 0.00, -0.01, 0.00, 0.00, 0.00, 0.03, 0.03, 0.00, -0.01, 0.00, -0.02, 0.00, -0.10, 0.02, 0.00, 0.93, -0.02, 0.00, -0.04, 0.00, 0.00, 0.04, 0.00, 0.00, -0.01, -0.02, -0.07, 0.00, 0.00, 0.00, 0.00, 0.00, 0.00, 0.00, 0.00, 0.02, 0.02, 0.00, 0.00, 0.00, 0.00, 0.00, 0.00, 0.00]
}

# 4
{
  "formula": "C57H44BCrN4O2P2S3",
  "method": "the ωB97M-V functional and the def2-TZVPD basis",
  "largest_force_ev_per_a": 2.29,
  "e_tot_ha": -5514.6374,
  "multiplicity": 6,
  "lumo_energy_ha": [0.0076, -0.0349],
  "mol_weight_g_mol": 1037.962,
  "symbols": ["H", "H", "C", "C", "C", "O", "H", "C", "C", "H", "H", "C", "C", "C", "C", "C", "C", "C", "C", "C", "C", "H", "H", "H", "H", "C", "C", "C", "C", "H", "C", "C", "H", "C", "S", "C", "C", "C", "H", "H", "C", "C", "C", "C", "H", "C", "H", "H", "H", "H", "C", "P", "H", "H", "C", "C", "C", "H", "C", "C", "H", "H", "H", "H", "Cr", "H", "C", "N", "C", "C", "C", "C", "C", "C", "H", "H", "O", "N", "H", "C", "H", "S", "C", "N", "C", "N", "H", "C", "C", "C", "H", "P", "C", "H", "H", "C", "H", "C", "H", "H", "H", "C", "C", "H", "H", "H", "H", "S", "H", "H", "C", "C", "B", "C"],
  "positions_angstrom": [[1.608, 1.873, -3.668], [5.761, -4.475, -4.400], [4.637, -1.818, 0.193], [-3.856, 1.888, 1.379], [-0.823, -2.390, 0.262], [-0.943, 0.650, 3.082], [-6.294, 0.522, 3.325], [0.865, -7.032, 0.369], [-4.263, -0.357, -1.535], [-0.932, 1.027, -2.703], [2.775, -1.146, 3.170], [-0.135, 1.264, 4.007], [4.001, 1.537, 1.490], [-1.271, 2.569, -0.702], [-3.467, -0.381, 1.638], [3.226, -1.560, -4.558], [-5.398, 0.615, 2.704], [-6.702, 5.355, 2.280], [-2.640, 0.019, -3.098], [-5.806, 3.047, 2.337], [-4.623, -0.506, 2.455], [-6.232, -0.901, -2.199], [5.387, -3.275, -6.548], [2.518, -6.301, -0.829], [2.513, -0.731, -4.638], [1.614, 2.949, 4.003], [1.579, -6.090, -0.301], [0.467, 4.916, -2.678], [4.205, -1.209, -0.981], [-2.431, -4.847, 1.977], [-4.946, -1.800, 2.971], [1.955, -0.326, 1.364], [4.604, 0.536, 3.296], [-7.507, 4.505, 2.970], [-0.557, -6.380, 1.081], [2.060, 0.652, 0.378], [0.065, 4.640, -1.409], [-1.063, -3.674, 0.762], [1.296, 4.135, -4.528], [6.863, 0.836, -1.506], [-5.204, -0.668, -2.494], [0.873, 2.310, -1.680], [5.021, -0.258, -1.590], [3.436, -2.219, -3.352], [7.615, -0.245, 0.603], [-4.816, -0.670, -3.831], [4.808, 2.272, 1.537], [4.510, -3.803, -2.365], [-5.533, -0.925, -4.625], [2.466, 3.315, 5.942], [-3.515, -0.343, -4.135], [0.815, 0.657, -0.961], [-4.541, -0.384, -0.485], [0.369, 5.934, -3.075], [1.009, 3.912, -3.495], [3.927, -1.938, -5.695], [3.085, 1.588, 0.443], [-8.445, 4.806, 3.453], [4.347, -3.276, -3.316], [0.676, 2.197, 3.349], [0.987, 1.752, 7.123], [1.413, -3.933, -0.739], [2.566, 0.465, -2.629], [-4.438, -3.866, 3.087], [-1.429, 0.701, 0.043], [-3.529, 2.829, 0.943], [0.104, 3.278, -0.842], [-1.575, -1.324, 0.536], [1.719, 2.747, 5.375], [1.189, 2.628, -2.992], [-2.669, -1.500, 1.346], [-0.059, 1.090, 5.365], [3.887, 0.566, 2.471], [6.648, -0.515, 0.157], [4.723, 0.201, -2.539], [-1.178, 0.633, -4.360], [0.355, 2.189, 2.018], [-3.000, -0.016, -1.812], [6.175, -1.957, 1.685], [4.833, -2.982, -5.646], [2.240, 3.674, 3.469], [-5.306, 4.571, 1.657], [6.232, 0.088, -1.017], [-1.355, 0.384, -3.385], [-3.010, -2.774, 1.877], [-3.104, 0.834, 1.106], [-0.709, 0.383, 5.894], [2.865, -0.365, 2.405], [1.805, -0.241, -2.250], [-4.177, -2.883, 2.693], [-5.836, -1.898, 3.600], [2.643, -1.820, -1.741], [-0.188, -4.788, 0.468], [-6.857, 6.417, 2.092], [1.136, -1.056, 1.324], [-5.026, 1.850, 2.150], [-7.515, 2.358, 3.507], [-7.002, 3.190, 3.006], [0.494, 3.302, 0.193], [-3.147, -0.335, -5.170], [4.005, -2.578, 0.670], [-2.193, -3.855, 1.578], [0.984, -4.815, -0.249], [0.017, -2.211, -0.406], [-0.381, 5.431, -0.781], [1.101, -0.498, -3.055], [3.759, -1.397, -6.629], [-2.604, 3.238, -1.391], [3.162, 2.360, -0.324], [1.084, -8.093, 0.491], [0.892, 1.853, 6.040], [5.040, -3.653, -4.450], [-0.635, 1.216, 1.836], [5.850, -1.472, 0.763]],
  "mulliken_spin": [0.02, 0.00, 0.00, 0.09, 0.07, 0.03, 0.02, 0.05, 0.03, 0.00, 0.00, -0.01, 0.01, -0.12, 0.12, 0.00, 0.12, 0.04, 0.01, -0.05, 0.03, 0.00, 0.00, 0.00, 0.00, 0.00, -0.03, -0.09, 0.00, 0.02, -0.02, 0.00, 0.00, -0.02, 0.01, -0.04, 0.30, 0.08, 0.01, 0.00, 0.00, 0.29, 0.00, 0.00, 0.00, 0.00, 0.00, 0.00, 0.00, 0.00, 0.00, 0.04, -0.02, 0.00, 0.40, 0.00, 0.03, 0.00, 0.00, 0.00, 0.00, 0.03, -0.01, 0.00, 3.41, -0.02, 0.03, 0.00, 0.00, -0.21, 0.08, 0.00, 0.00, 0.00, 0.00, 0.00, -0.01, 0.00, 0.00, 0.00, 0.00, 0.01, 0.00, 0.02, 0.03, 0.02, 0.00, 0.00, 0.01, -0.03, 0.00, 0.01, -0.06, 0.00, -0.01, 0.07, 0.01, 0.07, 0.07, 0.00, 0.00, 0.12, 0.03, -0.01, 0.01, 0.01, 0.00, 0.13, -0.02, 0.00, 0.00, 0.00, -0.22, 0.00]
}

# 5
{
  "formula": "C31H49NO4P2Pt",
  "method": "the ωB97M-V functional and the def2-TZVPD basis",
  "largest_force_ev_per_a": 3.80,
  "e_tot_ha": -2367.5376,
  "multiplicity": 5,
  "total_charge": 2,
  "lumo_energy_ha": [-0.2371, -0.3377],
  "mol_weight_g_mol": 756.762,
  "symbols": ["C", "H", "P", "H", "H", "C", "H", "O", "O", "C", "C", "H", "P", "C", "C", "H", "C", "C", "H", "H", "C", "C", "C", "H", "H", "H", "H", "H", "H", "C", "C", "C", "C", "C", "H", "C", "H", "H", "H", "H", "H", "H", "C", "H", "H", "H", "C", "O", "H", "C", "H", "H", "C", "H", "Pt", "H", "H", "H", "H", "C", "C", "H", "C", "O", "H", "C", "C", "H", "C", "H", "N", "H", "H", "H", "H", "H", "H", "C", "C", "H", "H", "H", "H", "H", "H", "H", "C", "C"],
  "positions_angstrom": [[-0.195, -3.499, -1.227], [1.139, -0.794, -5.948], [0.868, -2.113, -0.642], [-4.787, -1.111, -1.908], [-2.297, 0.824, -4.955], [1.999, -1.631, 7.025], [-2.111, -2.192, 0.509], [-0.790, -1.718, 9.280], [1.316, -2.235, 9.634], [2.284, -1.272, 5.707], [2.132, 0.099, -4.223], [2.273, 0.897, -4.970], [1.704, 1.992, 0.479], [-1.757, 1.758, 1.760], [1.445, 0.675, -2.985], [-0.024, -2.600, -4.131], [2.182, 3.363, -0.636], [0.096, -1.506, -4.205], [-2.108, 3.699, -1.929], [0.411, -2.691, 1.699], [-1.127, -0.746, -4.180], [1.588, -0.411, 3.415], [-3.811, 1.552, -2.878], [2.104, -2.202, 1.490], [-4.008, 0.727, -3.577], [3.530, 0.525, -0.153], [3.051, 3.881, -0.209], [-1.277, -1.098, 1.626], [-3.319, -1.727, -2.665], [1.263, -0.814, 4.839], [-3.057, -0.215, -1.137], [1.379, -1.069, -4.905], [2.472, -2.434, -1.475], [-2.517, -0.124, 0.183], [3.233, 0.510, 1.618], [-1.240, 0.543, -4.943], [2.519, 3.433, 2.234], [-3.751, -2.231, -1.013], [2.502, -2.002, -2.482], [-0.967, 0.430, -6.005], [-4.788, 1.935, -2.543], [3.258, -1.963, -0.869], [-2.233, -1.264, 1.088], [-2.524, 1.757, 2.558], [4.086, 1.926, 0.839], [-0.855, -0.391, 4.702], [0.678, -1.532, 7.518], [0.629, -0.173, 2.619], [3.144, -0.267, -3.956], [-2.340, 3.453, -0.888], [-0.982, -3.149, -1.913], [-1.116, 2.558, -4.176], [3.309, 1.159, 0.715], [0.084, 2.191, -2.248], [-0.107, -0.564, -2.361], [-3.313, 2.374, -3.420], [-1.383, 2.781, 1.637], [2.794, -1.989, 7.684], [2.663, -3.511, -1.527], [-0.431, 1.716, -4.353], [0.209, 1.413, -3.022], [1.325, 4.044, -0.716], [-2.509, 1.992, -0.714], [2.827, -0.378, 3.142], [1.231, 2.315, 2.832], [-3.069, 1.109, -1.686], [-0.054, -0.731, 5.351], [-3.258, 3.989, -0.621], [-2.265, 1.245, 0.470], [0.775, 3.740, 1.867], [0.390, -1.847, 8.881], [1.578, -3.844, 0.962], [0.325, 2.083, -5.074], [0.411, -4.259, -1.734], [-2.044, -1.328, -4.099], [-1.356, -1.005, 7.055], [2.409, 2.985, -1.639], [1.547, 2.974, 2.014], [-0.347, -1.079, 6.666], [3.315, -1.348, 5.349], [2.177, 0.911, -2.212], [-0.695, -3.944, -0.355], [-0.915, 1.131, 2.106], [-3.003, -1.448, 1.866], [2.059, -1.939, -4.970], [-1.523, 3.867, -0.275], [-3.745, -1.382, -1.709], [1.285, -2.784, 1.039]],
  "mulliken_spin": [0.09, 0.00, -0.04, 0.02, 0.01, 0.00, 0.01, 0.00, 0.00, 0.00, 0.02, 0.00, 0.48, 0.15, 0.04, 0.01, 0.09, 0.05, 0.01, 0.00, 0.07, -0.02, 0.04, 0.00, 0.00, 0.00, 0.02, 0.00, 0.02, 0.02, 0.42, 0.01, 0.01, 0.29, -0.02, 0.03, 0.02, 0.00, 0.00, 0.00, 0.03, 0.00, -0.02, 0.03, 0.03, 0.00, 0.00, 0.22, 0.00, -0.04, -0.03, 0.00, 0.07, 0.00, 0.54, 0.00, -0.01, 0.00, 0.00, 0.03, 0.21, -0.01, 0.35, 0.01, -0.01, 0.20, 0.00, 0.03, 0.38, 0.00, 0.00, 0.00, 0.00, 0.01, 0.00, 0.00, -0.01, 0.07, 0.00, 0.00, 0.02, 0.00, -0.04, 0.03, 0.00, 0.01, 0.05, 0.00]
}